{
  "formula": "C3H4N2",
  "method": "wB97M-V/def2-TZVPD",
  "e_lumo_ev": [0.49, 0.49],
  "orbital_gap_ev": [8.3, 8.3],
  "de_lowest_ev": 7.024,
  "largest_force_ev_per_a": 0.49,
  "elements": ["N", "C", "C", "C", "N", "H", "H", "H", "H"],
  "xyz": [[0.49, 1.27, 0.77], [-0.41, 0.59, 1.40], [-0.85, -0.36, 0.28], [0.08, 0.14, -0.80], [0.22, -1.13, -0.30], [-1.85, -0.76, 0.17], [0.04, 0.44, -1.85], [1.25, 1.23, 0.08], [1.03, -1.42, 0.24]],
  "mulliken_charge": [-0.279, -0.386, 0.166, -0.559, -0.341, 0.389, 0.392, 0.343, 0.274]
}


{
  "formula": "CH24O11",
  "method": "wB97M-V/def2-TZVPD",
  "e_lumo_ev": -0.23,
  "orbital_gap_ev": 7.5,
  "de_lowest_ev": 6.287,
  "largest_force_ev_per_a": 8.19,
  "elements": ["O", "H", "H", "H", "C", "O", "H", "H", "H", "O", "H", "H", "O", "H", "H", "O", "H", "H", "O", "H", "H", "O", "H", "H", "O", "H", "H", "O", "H", "H", "O", "H", "H", "O", "H", "H"],
  "xyz": [[20.22, 14.64, 35.01], [20.20, 13.95, 35.56], [20.75, 14.54, 34.06], [20.86, 15.18, 35.55], [21.87, 14.74, 32.65], [20.92, 13.76, 32.63], [22.74, 14.74, 33.27], [21.47, 15.42, 33.19], [22.25, 14.96, 31.59], [17.51, 14.55, 36.60], [17.33, 15.55, 36.27], [17.20, 14.90, 37.42], [20.43, 17.51, 34.48], [19.90, 17.22, 33.58], [21.18, 17.77, 33.99], [23.33, 14.52, 35.79], [23.38, 13.61, 35.86], [23.97, 14.73, 35.11], [20.74, 12.41, 36.66], [20.98, 11.41, 36.45], [20.76, 12.42, 37.56], [19.06, 16.32, 32.30], [19.61, 15.49, 32.36], [19.06, 16.74, 31.48], [18.34, 11.09, 36.56], [18.55, 10.20, 36.44], [19.15, 11.40, 36.65], [22.19, 11.64, 33.62], [22.95, 11.83, 34.22], [21.88, 12.42, 33.34], [18.40, 12.32, 34.12], [17.85, 13.14, 34.19], [18.53, 12.02, 35.06], [20.90, 16.38, 37.04], [20.94, 17.23, 36.73], [21.39, 16.56, 37.88]],
  "mulliken_charge": [0.126, 0.037, 0.394, 0.595, -0.434, -0.882, 0.153, -0.026, 0.179, -0.558, 0.318, 0.253, -0.641, 0.360, 0.268, -0.572, 0.254, 0.300, -0.687, 0.361, 0.224, -0.701, 0.442, 0.281, -0.592, 0.344, 0.314, -0.644, 0.255, 0.330, -0.639, 0.306, 0.306, -0.530, 0.242, 0.264]
}


{
  "formula": "C16H10ClN4O4Zn",
  "method": "wB97M-V/def2-TZVPD",
  "e_lumo_ev": -5.22,
  "total_charge": 1,
  "orbital_gap_ev": 5.6,
  "de_lowest_ev": 1.055,
  "largest_force_ev_per_a": 3.97,
  "elements": ["Zn", "Cl", "C", "C", "C", "C", "O", "C", "C", "N", "C", "C", "C", "C", "C", "C", "C", "C", "N", "C", "C", "H", "H", "H", "H", "H", "H", "H", "H", "H", "H", "O", "N", "O", "N", "O"],
  "xyz": [[0.07, 0.14, -0.25], [3.31, -5.05, 3.34], [2.80, -3.81, 2.28], [3.36, -3.71, 0.99], [2.93, -2.75, 0.13], [1.93, -1.78, 0.49], [1.61, -0.90, -0.38], [1.41, -1.86, 1.83], [0.55, -0.87, 2.39], [0.01, 0.08, 1.68], [-0.70, 1.16, 2.16], [-1.22, 1.31, 3.43], [-1.94, 2.45, 3.79], [-2.15, 3.46, 2.89], [-1.65, 3.36, 1.57], [-1.88, 4.33, 0.58], [-1.35, 4.17, -0.67], [-0.60, 3.02, -0.94], [-0.41, 2.07, -0.05], [-0.91, 2.20, 1.20], [1.85, -2.89, 2.68], [4.13, -4.41, 0.69], [3.33, -2.67, -0.87], [0.40, -0.91, 3.47], [-1.11, 0.52, 4.15], [-2.35, 2.52, 4.78], [-2.70, 4.35, 3.16], [-2.49, 5.19, 0.83], [-1.52, 4.89, -1.45], [-0.17, 2.87, -1.92], [1.44, -2.96, 3.68], [-2.14, -0.17, -0.64], [-2.19, -1.37, -0.58], [0.24, -3.77, -0.44], [-0.86, -3.49, -0.30], [-1.00, -1.90, -0.66]],
  "mulliken_charge": [-0.211, -0.200, 0.105, -0.557, -0.417, 0.219, -0.861, 0.607, 0.386, 0.248, 1.080, -0.534, -0.988, -0.879, 1.032, -0.509, -0.714, -0.049, -0.280, 0.069, -0.943, 0.434, 0.445, 0.315, 0.346, 0.412, 0.423, 0.448, 0.404, 0.463, 0.426, -0.269, 0.274, 0.010, 0.410, -0.146]
}


{
  "formula": "C18H18ClIrN3O9P2S2",
  "method": "wB97M-V/def2-TZVPD",
  "e_lumo_ev": [-0.22, -2.60],
  "orbital_gap_ev": [8.1, 5.7],
  "de_lowest_ev": 0.170,
  "largest_force_ev_per_a": 1.44,
  "multiplicity": 2,
  "s_squared": 0.755,
  "elements": ["Ir", "O", "P", "O", "O", "O", "P", "O", "O", "O", "H", "H", "O", "C", "C", "C", "C", "C", "C", "C", "O", "N", "N", "C", "S", "C", "C", "S", "H", "H", "H", "H", "H", "H", "H", "H", "H", "N", "C", "H", "Cl", "C", "C", "C", "C", "C", "C", "C", "H", "H", "H", "H", "H", "H"],
  "xyz": [[-0.77, -1.01, -0.19], [-1.80, -2.58, -3.82], [-1.52, -2.41, -2.28], [-0.05, -2.10, -1.93], [-2.36, -1.32, -1.67], [-1.89, -3.82, -1.67], [-1.32, -4.18, -0.15], [0.17, -4.59, -0.48], [-2.07, -5.25, 0.47], [-1.35, -2.80, 0.58], [-1.78, -3.49, -4.13], [0.64, -3.90, -0.98], [-1.11, 4.76, -1.23], [-1.28, 3.93, -2.27], [-1.71, 4.51, -3.47], [-1.93, 3.73, -4.59], [-1.73, 2.35, -4.54], [-1.30, 1.78, -3.36], [-1.06, 2.55, -2.22], [-0.59, 1.87, -0.99], [-0.26, 0.60, -1.15], [-0.49, 2.56, 0.10], [-0.06, 1.86, 1.22], [0.38, 2.61, 2.14], [0.58, 4.36, 2.02], [0.95, 4.58, 3.78], [1.74, 3.37, 4.25], [0.87, 1.90, 3.67], [-0.87, 4.20, -0.45], [-1.86, 5.58, -3.49], [-2.26, 4.19, -5.50], [-1.92, 1.74, -5.41], [-1.14, 0.71, -3.30], [0.02, 4.67, 4.34], [1.52, 5.50, 3.89], [1.80, 3.32, 5.34], [2.75, 3.38, 3.83], [-2.53, 0.23, 1.97], [-1.82, -0.18, 1.17], [-3.23, 0.47, 2.65], [4.10, -6.13, 1.24], [3.15, -4.67, 1.24], [3.42, -3.69, 0.30], [2.65, -2.53, 0.31], [1.62, -2.36, 1.23], [0.84, -1.12, 1.24], [1.39, -3.36, 2.17], [2.14, -4.52, 2.18], [4.21, -3.83, -0.42], [2.85, -1.75, -0.42], [1.36, -0.26, 0.82], [0.38, -0.88, 2.19], [0.59, -3.24, 2.89], [1.95, -5.31, 2.89]],
  "mulliken_charge": [3.554, -0.488, 0.617, -0.740, -0.616, -0.443, 0.720, -0.414, -0.736, -0.860, 0.348, 0.444, -0.669, 0.377, -0.741, -0.271, -0.916, -0.490, 0.153, 0.860, -0.576, -0.652, -0.093, 0.040, -0.117, -0.570, -0.594, -0.079, 0.582, 0.427, 0.374, 0.431, 0.402, 0.312, 0.370, 0.384, 0.314, -0.343, 0.008, 0.198, -0.226, 0.470, -0.827, -0.250, 0.303, -2.025, -0.135, -0.796, 0.428, 0.399, 0.683, 0.661, 0.405, 0.404]
}